Entry 1:
{
  "formula": "C2H10FN2P2S",
  "method": "ωB97M-V/def2-TZVPD",
  "e_homo_ev": -13.2,
  "multiplicity": 1,
  "e_tot_ev": -37337.2278,
  "smiles": "N=[PH2][N@@H+](CCF)[PH2]=S",
  "lumo_energy_ha": -0.15030,
  "charge": 1,
  "homo_lumo_gap_ev": 9.08,
  "species": ["N", "P", "N", "C", "C", "F", "P", "S", "H", "H", "H", "H", "H", "H", "H", "H", "H", "H"],
  "positions_angstrom": [[2.26341, -0.98183, 1.06855], [0.87203, -1.32209, 0.38368], [0.20101, 0.18527, -0.34497], [-1.07197, 0.53489, 0.38833], [-2.24530, -0.38844, -0.15905], [-3.28126, -0.48515, 0.77349], [1.38171, 1.53983, -0.45964], [0.73769, 2.95979, -1.64700], [2.99050, -1.55108, 0.61225], [-0.10773, -1.83018, 1.30484], [1.04242, -2.27068, -0.68213], [-0.07244, -0.05491, -1.31742], [-0.96754, 0.27578, 1.48427], [-1.39331, 1.60438, 0.25960], [-2.69438, 0.02931, -1.10883], [-1.91551, -1.43700, -0.40047], [1.63299, 2.15328, 0.81373], [2.62767, 1.03883, -0.96921]],
  "forces_ev_per_a": [[-1.618, -0.473, -1.140], [3.552, -1.737, 1.558], [-1.364, -1.110, 0.193], [-2.327, -0.264, 0.863], [-0.478, 0.000, -0.654], [1.272, 0.312, -0.575], [1.495, 3.851, -1.608], [-0.051, -1.307, 0.695], [-0.089, 0.542, 0.373], [-0.039, 0.761, -0.878], [-0.883, 0.610, 0.224], [0.247, 0.538, 0.144], [0.161, 0.557, -1.152], [0.824, -0.944, 0.039], [0.591, -0.248, 0.983], [-0.057, 0.830, 0.375], [-0.320, -1.392, -0.150], [-0.917, -0.526, 0.709]],
  "lowdin_charge": [-0.28, 0.76, -0.43, -0.20, -0.19, -0.03, 0.37, 0.20, 0.00, 0.06, 0.05, 0.12, 0.13, 0.13, 0.15, 0.12, 0.03, 0.01]
}



Entry 2:
{
  "formula": "C5H8O",
  "method": "ωB97M-V/def2-TZVPD",
  "e_homo_ev": -8.9,
  "multiplicity": 1,
  "e_tot_ev": -7357.4465,
  "smiles": "CC#CCOC",
  "lumo_energy_ha": 0.02941,
  "homo_lumo_gap_ev": 9.70,
  "species": ["C", "O", "C", "C", "C", "C", "H", "H", "H", "H", "H", "H", "H", "H"],
  "positions_angstrom": [[0.40111, 1.50430, 2.07692], [-0.47930, 1.91328, 1.06230], [-0.11466, 1.38288, -0.18104], [-0.14931, -0.08311, -0.29123], [0.12182, -0.99837, -1.05083], [0.18960, -1.79825, -2.21782], [1.42273, 1.87793, 1.89645], [0.02750, 1.92290, 3.01289], [0.43993, 0.40713, 2.15253], [-0.81732, 1.79977, -0.91368], [0.89858, 1.72434, -0.46547], [0.96034, -2.52192, -2.44953], [-0.79315, -2.05949, -2.68139], [0.87107, -0.76787, -2.28901]],
  "forces_ev_per_a": [[0.155, -0.041, 0.294], [-0.085, 0.158, 0.100], [0.019, 0.163, -0.071], [0.271, -0.069, -0.327], [-1.046, -0.484, 2.178], [1.100, 1.263, -0.479], [-0.152, -0.046, 0.011], [0.080, -0.076, -0.081], [-0.025, 0.172, 0.007], [0.094, -0.089, 0.155], [-0.163, -0.001, 0.143], [-0.003, -0.391, 0.824], [1.016, 0.917, -0.093], [-1.261, -1.478, -2.661]],
  "lowdin_charge": [-0.13, -0.19, -0.26, -0.02, -0.19, -0.06, 0.09, 0.09, 0.08, 0.13, 0.13, 0.06, 0.10, 0.16]
}



Entry 3:
{
  "formula": "C4H4Cl2F6NaO6S2",
  "method": "ωB97M-V/def2-TZVPD",
  "e_homo_ev": -5.8,
  "multiplicity": 1,
  "e_tot_ev": -83937.9517,
  "lumo_energy_ha": 0.06238,
  "charge": -1,
  "homo_lumo_gap_ev": 7.49,
  "species": ["Na", "C", "F", "F", "F", "S", "O", "O", "O", "C", "F", "F", "F", "S", "O", "O", "O", "Cl", "C", "C", "Cl", "H", "H", "H", "H"],
  "positions_angstrom": [[4.24528, 3.03767, -16.39257], [4.05525, 2.46010, -12.08102], [3.48580, 2.93234, -10.99647], [4.94790, 3.32727, -12.64743], [4.78483, 1.33065, -11.85463], [2.56491, 1.96994, -13.33911], [2.01503, 0.74156, -12.78799], [1.65603, 3.11355, -13.23375], [3.12088, 1.84703, -14.72373], [3.20919, 7.48575, -15.30786], [2.53427, 8.14725, -16.25334], [4.55900, 7.69087, -15.33422], [2.79699, 7.88681, -14.10931], [2.79640, 5.67465, -15.49324], [2.67017, 5.35848, -16.92037], [3.83174, 4.91042, -14.84015], [1.47316, 5.44215, -14.83843], [-0.07132, 2.74124, -15.63787], [-0.39478, 1.71025, -17.09398], [0.46610, 2.19114, -18.30064], [2.13278, 2.14296, -17.87150], [-1.44640, 1.89831, -17.31038], [-0.29434, 0.65855, -16.82576], [0.21994, 3.24114, -18.45873], [0.32126, 1.53803, -19.16120]],
  "forces_ev_per_a": [[-0.767, 0.505, 0.988], [-0.662, -1.311, -3.407], [0.815, 0.116, 0.381], [-0.968, -0.240, 0.991], [-0.417, 0.619, 0.727], [-1.208, 1.677, -0.565], [1.033, 0.159, -0.178], [1.364, -1.088, 0.404], [0.553, -0.238, 1.533], [0.097, -1.379, 0.499], [0.863, 0.456, 0.222], [-1.092, 0.330, -0.706], [-0.040, 0.404, -0.063], [-4.964, -3.071, 0.701], [1.259, 0.856, -0.160], [1.699, 0.354, -0.051], [2.557, 2.051, -0.982], [-0.068, -0.635, -0.761], [-0.159, 0.971, 0.081], [-1.775, -0.201, 1.296], [1.631, -0.464, -0.146], [0.027, -0.115, -0.289], [0.405, 0.143, -0.084], [-0.055, -0.185, -0.387], [-0.127, 0.286, -0.044]],
  "lowdin_charge": [0.48, -0.58, 0.15, 0.08, 0.07, 0.51, -0.34, -0.38, -0.43, -0.64, 0.12, 0.09, 0.13, 0.50, -0.37, -0.34, -0.35, 0.64, -0.60, -0.65, 0.67, 0.05, 0.07, 0.07, 0.07]
}



Entry 4:
{
  "formula": "C5H16N2O2",
  "method": "ωB97M-V/def2-TZVPD",
  "e_homo_ev": -8.8,
  "multiplicity": 1,
  "e_tot_ev": -12517.7888,
  "smiles": "CN[C@@H](C)O.COCN",
  "lumo_energy_ha": 0.03424,
  "homo_lumo_gap_ev": 9.77,
  "species": ["C", "C", "C", "N", "O", "H", "H", "H", "H", "H", "H", "H", "H", "H", "C", "C", "N", "O", "H", "H", "H", "H", "H", "H", "H"],
  "positions_angstrom": [[-0.94631, -0.38461, 1.25198], [1.40217, 0.39472, 1.59006], [-1.30421, -1.54271, 2.17015], [0.04355, 0.34585, 2.11070], [-2.00355, 0.47293, 0.88225], [-2.63239, 0.51443, 1.61213], [-0.30112, 1.29684, 2.22688], [-0.46137, -0.72575, 0.32962], [1.81327, -0.61535, 1.62430], [2.00187, 1.04800, 2.22181], [1.45208, 0.76094, 0.55846], [-2.14032, -1.27422, 2.82760], [-1.53894, -2.44229, 1.61343], [-0.32247, -1.24841, 2.85319], [0.05598, 0.96148, -2.30211], [1.80299, -0.63607, -2.14836], [-1.32848, 1.19362, -2.08046], [0.45765, -0.34481, -1.86797], [-1.56298, 1.09606, -1.09646], [-1.88890, 0.52426, -2.59550], [0.27925, 1.06364, -3.37506], [0.64148, 1.71647, -1.75383], [2.00270, -1.63142, -1.75492], [1.99559, -0.62552, -3.22905], [2.48244, 0.08193, -1.66886]],
  "forces_ev_per_a": [[0.555, 0.257, 0.826], [-0.221, -0.078, -0.103], [1.620, 1.459, 1.155], [-0.194, 1.641, -0.694], [-0.112, -0.015, -0.118], [0.036, -0.033, -0.082], [0.105, -0.101, -0.135], [-0.148, 0.179, 0.093], [0.201, 0.028, -0.055], [0.073, -0.093, 0.026], [0.079, -0.038, -0.053], [-0.057, -0.014, -0.151], [0.414, -0.478, 0.429], [-2.346, -2.731, -1.095], [0.156, 0.059, -0.079], [0.042, 0.095, -0.047], [0.005, -0.173, 0.080], [-0.249, 0.103, 0.015], [-0.041, 0.079, -0.073], [0.029, 0.059, 0.000], [0.013, -0.042, 0.141], [-0.031, -0.128, -0.064], [0.059, 0.022, -0.044], [0.026, -0.022, 0.044], [-0.013, -0.034, -0.016]],
  "lowdin_charge": [-0.47, -0.12, -0.04, -0.13, -0.04, 0.09, 0.11, 0.13, 0.08, 0.08, 0.06, 0.07, 0.06, 0.14, -0.33, -0.13, 0.05, -0.22, 0.04, 0.08, 0.12, 0.12, 0.09, 0.08, 0.08]
}



Entry 5:
{
  "formula": "C10H10N2O2",
  "method": "ωB97M-V/def2-TZVPD",
  "e_homo_ev": -8.8,
  "multiplicity": 1,
  "e_tot_ev": -17602.1289,
  "lumo_energy_ha": 0.00597,
  "homo_lumo_gap_ev": 8.92,
  "species": ["C", "C", "C", "C", "C", "C", "C", "C", "C", "C", "N", "N", "O", "O", "H", "H", "H", "H", "H", "H", "H", "H", "H", "H"],
  "positions_angstrom": [[-3.73734, 0.62750, -0.41803], [-2.63326, 1.41422, -0.22091], [-3.68863, -0.74532, -0.16602], [-1.46225, 0.82800, 0.24029], [-2.44925, -1.37633, 0.03455], [-1.34564, -0.55443, 0.28962], [3.52949, 1.38153, -0.14726], [4.41803, 0.30607, -0.40416], [1.59194, 0.08011, -0.18456], [-0.06064, -1.13694, 0.89517], [2.28239, 1.25335, -0.18375], [4.08530, -0.89388, -0.54171], [2.83538, -1.31232, -0.40830], [0.99010, -0.23986, 0.98405], [-4.72160, 1.22277, -0.70898], [-2.80298, 2.39856, -0.43306], [-4.48435, -1.43841, -0.22119], [-0.55607, 1.23584, 0.64239], [-2.25937, -2.36548, 0.18023], [3.79085, 2.35753, -0.02854], [5.43311, 0.40013, -0.54453], [1.02794, 0.00624, -1.02358], [-0.16118, -1.52904, 1.98043], [0.37805, -1.91985, 0.38785]],
  "forces_ev_per_a": [[-2.723, 0.555, -0.241], [0.531, -2.011, 0.447], [1.545, -0.771, -0.735], [0.513, -1.006, -0.041], [0.065, 3.950, 0.396], [-0.103, -0.179, 0.752], [-0.580, -1.779, -0.705], [-0.359, 1.117, 0.525], [2.821, -1.288, 2.296], [-1.327, -0.292, 2.123], [-1.936, 0.177, 1.095], [-1.235, -3.302, -0.129], [-1.173, 2.212, -0.057], [1.684, 2.245, -0.167], [2.023, -1.794, 0.623], [0.317, 2.673, -0.134], [-1.270, -0.052, -0.233], [-0.074, 1.489, -0.294], [-0.338, -2.906, 0.160], [1.608, 2.617, 0.228], [2.148, 0.889, -0.128], [-1.803, -0.976, -2.538], [-0.376, 0.771, -1.701], [0.042, -2.339, -1.540]],
  "lowdin_charge": [-0.10, -0.08, -0.07, -0.02, -0.02, -0.18, -0.09, -0.15, -0.21, -0.14, 0.14, -0.02, -0.09, -0.05, 0.15, 0.07, 0.09, 0.11, 0.08, 0.09, 0.08, 0.13, 0.18, 0.10]
}



Entry 6:
{
  "formula": "C19H17Br2N6OPtS",
  "method": "ωB97M-V/def2-TZVPD",
  "e_homo_ev": -16.7,
  "multiplicity": 1,
  "e_tot_ev": -185109.1655,
  "lumo_energy_ha": -0.41876,
  "charge": 3,
  "homo_lumo_gap_ev": 5.30,
  "species": ["Pt", "N", "C", "C", "C", "C", "C", "C", "C", "C", "N", "C", "H", "H", "H", "H", "H", "H", "H", "H", "N", "N", "C", "N", "S", "H", "H", "H", "H", "H", "Br", "C", "C", "C", "Br", "C", "C", "C", "C", "N", "C", "C", "O", "H", "H", "H", "H"],
  "positions_angstrom": [[-1.68376, 0.07985, -0.35940], [-1.75093, 1.91316, 0.67297], [-3.07048, 1.98568, 1.31174], [-3.68350, 3.13934, 1.69149], [-4.91605, 3.06898, 2.38545], [-5.46685, 1.86541, 2.71918], [-4.84336, 0.65540, 2.32157], [-5.32543, -0.63677, 2.63056], [-4.64479, -1.73866, 2.18556], [-3.52089, -1.57212, 1.36757], [-3.05813, -0.37791, 1.04013], [-3.66893, 0.73728, 1.55984], [-1.02781, 1.92021, 1.39474], [-1.57998, 2.73831, 0.10378], [-3.23585, 4.10571, 1.49322], [-5.40529, 3.98806, 2.67609], [-6.38734, 1.82232, 3.28658], [-6.22547, -0.74693, 3.22260], [-4.98070, -2.73899, 2.41686], [-3.01774, -2.42816, 0.93722], [-0.31118, 0.59254, -1.84249], [-0.45708, -0.13798, -3.04565], [-1.24974, -1.22291, -3.08958], [-1.32523, -1.89882, -4.21896], [-2.12905, -1.72127, -1.71605], [-0.38271, 1.58402, -2.06631], [0.62752, 0.42121, -1.47714], [0.14078, 0.12489, -3.81755], [-0.84297, -1.62473, -5.06260], [-1.91735, -2.71469, -4.27461], [2.93882, 3.63270, 3.52153], [2.86140, 1.81253, 3.51631], [3.67529, 1.05686, 4.30170], [3.58052, -0.35238, 4.28352], [4.71820, -1.25318, 5.38221], [2.63923, -1.07099, 3.44971], [2.53243, -2.46505, 3.43277], [1.59845, -3.04565, 2.59672], [0.80940, -2.22194, 1.80529], [0.89133, -0.88754, 1.80528], [1.78281, -0.33866, 2.61141], [1.84683, 1.16314, 2.59589], [1.13116, 1.82914, 1.89780], [4.40049, 1.52457, 4.95407], [3.16547, -3.07883, 4.05895], [1.48643, -4.11975, 2.55125], [0.08176, -2.65134, 1.12580]],
  "forces_ev_per_a": [[-0.382, -0.015, -0.542], [0.133, -0.010, 0.301], [0.057, -0.058, -0.124], [-0.042, -0.032, 0.132], [0.029, 0.051, -0.003], [-0.003, -0.028, 0.019], [-0.008, 0.008, -0.014], [0.015, 0.014, 0.014], [-0.011, -0.022, 0.008], [-0.107, 0.019, -0.140], [-0.111, 0.047, 0.054], [0.145, 0.067, 0.044], [0.067, 0.010, -0.052], [-0.127, 0.008, -0.027], [0.014, -0.005, -0.008], [0.000, -0.001, -0.002], [-0.004, -0.011, -0.009], [-0.006, 0.009, -0.008], [0.004, -0.001, -0.004], [-0.002, -0.005, 0.021], [0.123, -0.059, 0.051], [-0.090, 0.056, -0.025], [0.081, -0.037, -0.046], [-0.005, -0.022, 0.026], [0.175, -0.029, 0.256], [-0.034, -0.020, -0.093], [-0.014, 0.055, 0.056], [0.000, 0.008, 0.001], [0.005, -0.002, 0.000], [-0.015, 0.011, -0.009], [0.009, 0.024, -0.004], [0.015, -0.027, -0.022], [-0.020, 0.000, -0.001], [-0.006, 0.014, -0.011], [0.009, -0.010, 0.007], [-0.015, -0.004, 0.008], [-0.016, -0.007, -0.001], [0.032, 0.004, 0.016], [-0.006, 0.006, -0.065], [0.152, -0.025, 0.107], [0.004, 0.001, 0.008], [0.007, 0.015, 0.033], [-0.038, 0.000, 0.032], [0.000, 0.002, 0.000], [0.001, -0.003, -0.004], [-0.005, 0.000, 0.001], [-0.011, 0.002, 0.019]],
  "lowdin_charge": [0.91, -0.02, -0.22, 0.03, -0.01, 0.02, -0.12, 0.06, 0.00, -0.10, -0.11, -0.17, 0.08, 0.12, 0.13, 0.13, 0.14, 0.14, 0.13, 0.10, -0.09, -0.03, -0.77, 0.17, 0.71, 0.13, 0.13, 0.18, 0.15, 0.14, 1.06, -0.56, -0.14, -0.53, 1.12, -0.17, 0.03, 0.02, -0.07, 0.14, -0.14, -0.31, 0.10, 0.12, 0.11, 0.13, 0.11]
}